Record 1
Formula: C5H13NO
Source: OMol25
Level of theory: the ωB97M-V functional and the def2-TZVPD basis

The geometry in XYZ format:
```
20
Properties=species:S:1:pos:R:3:forces:R:3
O 1.8328 -1.8409 0.3859 0.2 -0.3 0.0
N -1.1195 0.8648 0.1433 0.3 -0.6 -1.9
C 0.1913 0.2976 0.5210 0.3 0.4 -0.9
C 2.3561 -0.6626 -0.2633 1.9 -1.2 0.2
C -1.6881 0.2011 -1.0938 0.1 0.0 1.3
C 1.1870 0.1564 -0.6954 -1.6 -1.0 1.1
C -2.0450 0.9339 1.2688 1.7 -0.4 -0.1
H -2.6365 0.0214 1.2742 -0.7 0.2 0.4
H -1.3792 0.9128 2.1384 -0.5 0.0 0.3
H -2.5585 1.8895 1.3094 -0.6 -0.2 -0.2
H 0.7537 -0.5283 -1.4160 -0.5 0.4 -0.5
H 0.1240 -0.6653 1.0358 -0.2 0.0 -0.1
H 3.0909 -0.1885 0.3756 -0.3 0.6 0.8
H -1.1248 0.5099 -1.9714 0.0 -0.1 0.0
H -2.7181 0.5229 -1.2451 0.0 0.2 0.2
H 3.0453 -1.0334 -1.0437 -0.7 0.4 -0.5
H 0.6786 1.0015 1.1975 -0.1 0.1 0.3
H 1.3326 1.1419 -1.1036 0.6 0.2 -0.3
H -1.7313 -0.9274 -1.0492 0.3 0.8 0.1
H 2.4087 -2.6073 0.2317 -0.2 0.6 0.0
```
Positions in Å, forces in eV/Å.

Results
charge = 0
relative energy (zero: lowest compared OMol25 entry of this formula, charge and spin) = 2.001 eV
SMILES = CN(C)CCCO
highest occupied orbital energy = -8.106 eV
Kohn-Sham gap = 8.97 eV
multiplicity = 1
E_LUMO = 0.9 eV


Record 2
Formula: C5H13NO
Source: OMol25
Level of theory: the ωB97M-V functional and the def2-TZVPD basis

The geometry in XYZ format:
```
20
Properties=species:S:1:pos:R:3:forces:R:3
O -0.9739 0.5757 1.5210 0.4 -0.4 0.0
N 1.1624 -0.4439 -0.1480 1.0 -1.6 0.9
C 1.6352 -1.8698 -0.1852 -0.5 1.8 -1.5
C 0.1334 2.2651 0.1644 2.0 1.0 0.0
C -1.1032 -1.2417 -0.9090 0.8 -0.1 0.0
C -0.1481 -0.0623 -0.7026 0.6 0.4 0.0
C -0.7634 1.0673 0.1954 -0.3 -1.1 -0.8
H -1.0480 -1.8391 0.0075 -0.9 0.0 -0.1
H 0.5426 2.4883 -0.8273 -0.9 0.1 -0.4
H -1.7796 1.2382 -0.1893 0.4 0.4 -0.2
H -0.1355 3.2170 0.6341 -0.7 -0.4 -0.1
H -2.0969 -0.9760 -1.2740 -0.1 0.3 0.7
H 1.4309 -0.1192 0.7642 -0.7 0.7 0.2
H 0.7984 -2.5450 -0.0955 0.2 -0.6 0.4
H -0.6338 -0.3361 1.5408 -0.2 0.5 0.2
H 2.4322 -2.0077 0.5376 -0.2 -0.1 0.2
H 0.1724 0.3257 -1.6784 -0.9 0.4 -0.1
H 1.1185 2.0714 0.6075 -0.3 -0.5 0.6
H -0.7374 -1.8860 -1.7040 0.3 -0.2 0.0
H 2.0649 -1.9998 -1.1824 0.1 -0.5 0.1
```
Positions in Å, forces in eV/Å.

Results
charge = 0
relative energy (zero: lowest compared OMol25 entry of this formula, charge and spin) = 1.741 eV
SMILES = CN[C@@H](C)[C@H](C)O
highest occupied orbital energy = -8.578 eV
Kohn-Sham gap = 9.51 eV
multiplicity = 1
E_LUMO = 0.9 eV


Record 3
Formula: C5H13NO
Source: OMol25
Level of theory: the ωB97M-V functional and the def2-TZVPD basis

The geometry in XYZ format:
```
20
Properties=species:S:1:pos:R:3:forces:R:3
O -3.0726 0.9293 -2.4049 -0.4 0.0 1.8
N 2.0154 0.5099 1.6217 -2.1 0.5 -2.4
C -0.6932 -0.6822 -1.0047 0.7 -0.2 -0.2
C 1.1281 -0.5130 0.8164 0.6 2.5 -0.6
C 1.5443 -1.9532 0.9754 -0.3 -0.1 -4.1
C 0.1046 0.0490 0.0696 1.5 -1.8 1.5
C -0.2837 1.4380 0.4966 0.8 0.7 -1.8
H 0.8410 -2.5129 1.5411 -0.5 -0.5 0.6
H 2.4859 -1.9109 1.4236 1.5 -0.5 0.9
H -3.6073 1.6952 -2.5965 -0.3 0.5 -0.7
H -1.2374 1.7848 0.0711 0.4 -0.2 0.1
H -1.0965 0.0651 -1.7093 0.3 -0.4 0.2
H 1.6783 -2.5540 -0.0900 -0.4 1.6 2.5
H -3.2284 0.8916 -1.4259 0.5 -0.4 -1.2
H 0.5420 2.1406 0.1473 -1.2 -0.2 0.4
H -0.1012 -1.4613 -1.5868 -0.6 1.0 0.8
H -0.3188 1.4481 1.5626 -0.1 0.4 0.8
H 1.8089 1.4447 1.0965 0.9 -2.2 1.6
H -1.5521 -1.1876 -0.5727 -0.3 -0.2 0.0
H 3.0426 0.3787 1.5690 -1.1 -0.5 -0.2
```
Positions in Å, forces in eV/Å.

Results
charge = 0
relative energy (zero: lowest compared OMol25 entry of this formula, charge and spin) = 2.383 eV
SMILES = CC(C)=C(C)N.O
highest occupied orbital energy = -7.691 eV
Kohn-Sham gap = 8.38 eV
multiplicity = 1
E_LUMO = 0.7 eV


Record 4
Formula: C5H13NO
Source: OMol25
Level of theory: the ωB97M-V functional and the def2-TZVPD basis

The geometry in XYZ format:
```
20
Properties=species:S:1:pos:R:3:forces:R:3
O -3.2721 -1.1412 0.6986 1.8 -1.2 0.5
N 1.7068 0.8497 0.7183 2.2 -2.0 0.5
C 1.6318 -0.5526 0.3776 -0.9 0.7 0.1
C -1.9567 -0.9021 -1.6691 2.7 0.6 -1.5
C 3.1395 1.2052 0.8774 -0.5 0.4 -0.8
C -1.6354 0.6661 0.0441 2.7 0.8 -1.0
C -1.1152 0.0889 -1.2707 -2.6 -2.0 1.1
H 0.5634 -0.8881 0.3445 1.2 0.1 -0.2
H -4.1750 -1.3043 0.8853 -1.7 0.6 0.4
H 3.7719 0.6232 1.5818 -0.7 -0.4 -0.5
H 3.1753 2.2000 1.2554 0.0 0.9 0.1
H -1.9985 1.6581 -0.1841 -0.5 0.2 0.8
H 3.6706 1.2231 -0.1246 -0.6 -0.2 0.8
H -2.3178 -0.1287 0.4972 -1.9 0.1 0.0
H 2.1790 -0.6822 -0.5868 -0.7 0.0 -0.2
H -0.9868 0.5686 0.9178 0.5 0.8 0.0
H -0.2066 0.3922 -1.7724 -0.1 0.3 -0.2
H 2.2786 -1.2155 0.9862 -0.2 0.4 0.3
H -1.7639 -1.4200 -2.6180 -0.2 0.1 0.3
H -2.6886 -1.2404 -0.9585 -0.5 -0.1 -0.5
```
Positions in Å, forces in eV/Å.

Results
charge = 0
relative energy (zero: lowest compared OMol25 entry of this formula, charge and spin) = 10.580 eV
highest occupied orbital energy = -7.383 eV
Kohn-Sham gap = 3.10 eV
multiplicity = 1
E_LUMO = -4.3 eV


Record 5
Formula: C5H13NO
Source: OMol25
Level of theory: the ωB97M-V functional and the def2-TZVPD basis

The geometry in XYZ format:
```
20
Properties=species:S:1:pos:R:3:forces:R:3
O -4.4096 -0.0813 -0.3610 0.2 0.1 -0.2
N -0.1989 1.7265 -0.0570 -0.6 -0.7 2.3
C -0.2013 -0.3485 1.3529 0.5 -1.7 1.5
C -0.6385 0.3345 0.1162 -1.3 0.3 -1.6
C 0.2704 -0.8383 0.0228 0.8 -0.5 -0.8
C 1.6739 -0.8791 -0.5436 -0.3 0.8 0.7
C 2.5597 0.3674 -0.3052 1.4 -1.0 -1.0
H -0.8055 -1.1258 1.8625 0.1 1.1 0.0
H 0.5811 0.1408 1.9899 -1.0 -0.3 -0.6
H -0.2176 -1.7264 -0.3692 -0.4 0.0 0.4
H 2.6540 0.7258 0.7262 -0.3 -0.2 -0.2
H -5.1024 -0.3865 0.2350 -0.1 0.0 -0.4
H 2.1666 -1.8149 -0.2267 0.0 0.5 0.1
H -1.6352 0.1229 -0.3365 0.6 0.3 0.9
H 3.5824 0.0421 -0.6233 -0.5 0.5 0.4
H 1.4776 -1.0023 -1.5999 0.5 0.1 -0.5
H 2.3245 1.1998 -0.9859 0.0 -0.3 0.4
H 0.6505 1.7335 -0.5811 0.4 0.3 0.0
H -4.7363 -0.1087 -1.2732 -0.1 -0.1 0.6
H 0.0046 1.9186 0.9571 0.2 0.8 -1.8
```
Positions in Å, forces in eV/Å.

Results
charge = 0
relative energy (zero: lowest compared OMol25 entry of this formula, charge and spin) = 2.273 eV
SMILES = CC[C@H]1C[C@H]1N.O
highest occupied orbital energy = -8.810 eV
Kohn-Sham gap = 9.69 eV
multiplicity = 1
E_LUMO = 0.9 eV


Record 6
Formula: C5H13NO
Source: OMol25
Level of theory: the ωB97M-V functional and the def2-TZVPD basis

The geometry in XYZ format:
```
20
Properties=species:S:1:pos:R:3:forces:R:3
O 0.6882 -0.0269 -1.8664 -0.1 0.0 0.0
N -0.6030 0.9257 0.5520 0.3 0.1 0.0
C -2.7087 -0.4459 0.6967 0.3 -0.4 0.3
C 0.4200 -0.1089 0.5074 -0.4 0.0 -0.2
C -1.7991 0.6066 1.3235 0.1 0.2 -0.7
C 1.3752 0.1720 -0.6301 0.3 0.1 0.0
C 2.6476 -0.6518 -0.5314 -0.1 0.1 0.1
H -2.2722 -1.4489 0.7179 0.1 0.1 0.0
H 0.9957 -0.1201 1.4340 -0.1 0.0 0.2
H -2.3576 1.5411 1.3828 -0.1 0.0 0.3
H -1.4793 0.3016 2.3171 -0.1 0.1 0.2
H -2.9230 -0.2165 -0.3414 -0.1 0.2 -0.2
H -3.6370 -0.5037 1.2531 -0.3 0.0 0.0
H -0.0225 -1.1014 0.3477 0.2 -0.2 0.0
H 1.2184 -0.5931 -2.4320 0.0 0.0 0.0
H 3.1964 -0.3452 0.3640 0.0 -0.1 -0.1
H -0.8577 1.1632 -0.4015 -0.1 -0.1 0.1
H 1.6490 1.2307 -0.5722 0.0 0.1 0.0
H 2.4255 -1.7203 -0.4563 0.0 0.0 -0.1
H 3.2861 -0.4578 -1.3987 0.0 -0.1 0.1
```
Positions in Å, forces in eV/Å.

Results
charge = 0
relative energy (zero: lowest compared OMol25 entry of this formula, charge and spin) = 0.875 eV
SMILES = CCNC[C@@H](C)O
highest occupied orbital energy = -8.540 eV
Kohn-Sham gap = 9.55 eV
multiplicity = 1
E_LUMO = 1.0 eV


Record 7
Formula: C5H13NO
Source: OMol25
Level of theory: the ωB97M-V functional and the def2-TZVPD basis

The geometry in XYZ format:
```
20
Properties=species:S:1:pos:R:3:forces:R:3
O -1.3318 -2.0001 -0.5762 -0.1 1.8 0.5
N -1.9831 -2.4310 1.6583 1.5 1.3 -1.8
C 1.9797 0.0005 -1.2487 -0.5 0.8 -3.9
C 2.4281 1.5473 -1.0958 -1.5 -1.2 0.5
C -1.4413 -0.0537 1.2083 -1.4 2.2 -3.3
C -1.2350 1.0965 0.1140 -1.2 -2.4 1.0
C -1.5042 -1.5241 0.5136 -1.0 -1.4 3.9
H 0.8699 -0.1733 -1.1418 1.4 0.1 0.1
H -2.4335 0.3167 1.5883 0.8 -1.6 0.3
H -2.1307 1.1629 -0.5238 1.2 -0.5 -0.8
H -2.1919 -3.3718 1.2739 0.8 0.7 0.6
H -1.2021 2.0222 0.5580 -0.4 2.2 1.8
H -0.2069 1.0123 -0.0981 0.7 -0.3 -2.2
H 2.5511 -0.8299 -0.8979 0.5 0.0 1.7
H 1.5174 2.0446 -0.5264 2.5 -0.5 -0.9
H 2.1995 -0.2936 -2.3568 -0.8 0.8 1.3
H -1.2023 -2.3784 2.3574 -1.3 -0.5 -0.7
H 3.4246 1.5643 -0.5988 -1.0 0.5 0.1
H 2.5428 2.0547 -2.0928 -0.3 -0.6 1.0
H -0.6503 0.2337 1.8852 0.2 -1.2 0.7
```
Positions in Å, forces in eV/Å.

Results
charge = 0
relative energy (zero: lowest compared OMol25 entry of this formula, charge and spin) = 2.877 eV
SMILES = CCC(N)=O.CC
highest occupied orbital energy = -9.855 eV
Kohn-Sham gap = 10.73 eV
multiplicity = 1
E_LUMO = 0.9 eV


Record 8
Formula: C5H13NO
Source: OMol25
Level of theory: the ωB97M-V functional and the def2-TZVPD basis

The geometry in XYZ format:
```
20
Properties=species:S:1:pos:R:3:forces:R:3
O 0.4705 -2.9581 -1.2321 -2.9 -1.3 -0.5
N -0.2434 2.5810 -0.2623 0.5 0.5 -0.3
C -1.0537 0.3719 0.3338 0.5 1.5 -0.2
C -0.0892 1.2670 -0.5374 0.2 -2.8 -0.7
C 0.3557 -0.4700 2.2864 2.0 2.2 -2.4
C 0.7501 0.7151 -1.5206 -3.5 2.4 4.0
C -0.2848 -0.8037 0.9504 -0.4 -0.9 -0.5
H -0.4948 -3.2110 -1.5185 2.9 0.8 0.8
H 0.4896 -1.0406 0.1665 -0.9 -0.4 1.4
H -1.4766 1.0367 1.1392 0.2 -0.7 -0.7
H 0.4088 3.2885 -0.5044 0.5 0.2 -0.5
H 1.2686 1.4640 -1.9773 1.9 1.3 -1.8
H 1.0006 0.4728 2.0741 -1.0 -1.3 0.9
H 1.0356 -1.2461 2.5381 0.6 -0.7 0.4
H -1.0496 2.9217 0.1838 -0.9 0.1 0.6
H -0.3374 -0.3332 3.0660 -0.9 0.4 0.9
H 0.7849 -2.3954 -1.9328 0.1 0.3 -0.5
H -1.8580 0.1364 -0.3744 0.0 -0.5 0.4
H -0.9181 -1.7046 1.1819 0.3 0.7 -0.9
H 1.0179 -0.2735 -1.4245 0.6 -1.8 -0.4
```
Positions in Å, forces in eV/Å.

Results
charge = 0
relative energy (zero: lowest compared OMol25 entry of this formula, charge and spin) = 2.135 eV
SMILES = C=C(N)CCC.O
highest occupied orbital energy = -7.849 eV
Kohn-Sham gap = 8.75 eV
multiplicity = 1
E_LUMO = 0.9 eV


> The highest Kohn-Sham gap belongs to which entry?

number 7


> What is the formula in the first record?

C5H13NO


> Number 3 is which compound?

C5H13NO